(A)
Density functional theory data (the ωB97M-V functional and the def2-TZVPD basis) for a molecular structure, C2H3N2O3PdTe.

HOMO energy in eV: -3.59
Total charge: -1
Frontier orbital gap in eV: 6.49
E_LUMO in eV: 2.90

XYZ file:
```
12
C2H3N2O3PdTe (the ωB97M-V functional and the def2-TZVPD basis)
Pd 0.587 -0.061 1.043
N 0.437 0.263 -1.042
N -0.792 -0.211 -1.556
C -1.884 -0.217 -0.622
O -3.005 -0.162 -1.123
O -1.564 -0.309 0.601
H 0.552 1.264 -1.169
H 1.243 -0.227 -1.423
H -1.065 0.213 -2.430
Te 3.091 -0.609 0.958
O 1.337 0.107 3.928
C 1.064 -0.050 2.833
```

=====

(B)
Density functional theory data (the ωB97M-V functional and the def2-TZVPD basis) for a molecular structure, C2H3N2O3PdTe.

HOMO energy in eV: -3.63
Total charge: -1
Frontier orbital gap in eV: 6.45
E_LUMO in eV: 2.82

XYZ file:
```
12
C2H3N2O3PdTe (the ωB97M-V functional and the def2-TZVPD basis)
Pd -0.210 -0.239 -1.184
N -0.727 0.420 0.813
N 0.273 0.057 1.743
C 1.600 -0.064 1.199
O 2.514 0.072 2.012
O 1.673 -0.367 -0.028
H -0.855 1.426 0.759
H -1.620 -0.033 0.989
H 0.276 0.608 2.589
Te -2.597 -1.024 -1.684
O -0.148 -0.420 -4.173
C -0.180 -0.434 -3.035
```

=====

Order of stability, best first: (A), (B)

=====

(A)
Density functional theory data (the ωB97M-V functional and the def2-TZVPD basis) for a single C2H3N5O molecule.

HOMO energy in eV: -9.52
Total charge: 0
Frontier orbital gap in eV: 8.09
E_LUMO in eV: -1.44

XYZ file:
```
11
C2H3N5O (the ωB97M-V functional and the def2-TZVPD basis)
H 2.978 0.387 -0.026
N 2.641 -0.491 0.311
C 1.393 -0.289 0.119
N 0.525 -1.442 -0.190
N -0.785 -1.562 -0.280
C -1.397 -0.327 -0.091
O -2.788 -0.361 0.292
N -0.791 0.784 -0.105
N 0.517 0.834 -0.393
H -3.113 0.617 0.257
H 0.820 1.850 0.105
```

=====

(B)
Density functional theory data (the ωB97M-V functional and the def2-TZVPD basis) for a single C2H3N5O molecule.

HOMO energy in eV: -9.18
Total charge: 0
Frontier orbital gap in eV: 8.75
E_LUMO in eV: -0.43

XYZ file:
```
11
C2H3N5O (the ωB97M-V functional and the def2-TZVPD basis)
H 2.514 1.113 -0.049
N 1.609 1.588 -0.033
C 0.588 0.706 -0.087
N -0.710 1.425 0.023
N -1.739 0.685 0.100
N -1.681 -0.585 0.018
N -0.572 -1.382 -0.194
C 0.517 -0.702 -0.114
O 1.615 -1.427 0.125
H -2.655 -0.932 0.326
H 2.239 -0.910 0.529
```

=====

Order of stability, best first: (B), (A)

=====

(A)
Density functional theory data (the ωB97M-V functional and the def2-TZVPD basis) for a single C6H7NO molecule.

HOMO energy (spin up / spin down) in eV: -7.02 / -6.81
Total charge: 0
Frontier orbital gap (spin up / spin down) in eV: 6.36 / 6.05
E_LUMO (spin up / spin down) in eV: -0.66 / -0.76

XYZ file:
```
15
C6H7NO (the ωB97M-V functional and the def2-TZVPD basis)
C -0.753 -0.979 -0.203
C 0.714 -0.826 -0.249
C -1.738 0.024 0.048
C 1.546 0.158 0.003
C -3.067 -0.374 0.179
C 2.808 0.865 0.087
N -1.406 1.296 0.350
O -0.199 1.739 0.179
H -1.087 -2.009 -0.493
H 1.170 -1.797 -0.678
H -3.832 0.339 0.636
H -3.450 -1.425 0.002
H 3.019 1.532 -0.780
H 3.482 0.010 0.017
H 2.794 1.448 0.901
```

=====

(B)
Density functional theory data (the ωB97M-V functional and the def2-TZVPD basis) for a single C6H7NO molecule.

HOMO energy in eV: -9.53
Total charge: 0
Frontier orbital gap in eV: 10.28
E_LUMO in eV: 0.76

XYZ file:
```
15
C6H7NO (the ωB97M-V functional and the def2-TZVPD basis)
N -2.295 -1.613 -0.868
C -1.382 -1.116 -0.401
C -0.273 -0.544 0.429
O -0.147 -1.144 1.672
C 1.007 -0.745 -0.398
C 1.222 0.610 -0.947
C 0.374 1.552 -0.438
C -0.605 0.960 0.513
H -0.998 -1.348 2.125
H 0.954 -1.467 -1.197
H 1.839 -0.982 0.267
H 2.079 0.742 -1.619
H 0.378 2.580 -0.640
H -1.601 1.105 0.000
H -0.554 1.409 1.501
```

=====

(C)
Density functional theory data (the ωB97M-V functional and the def2-TZVPD basis) for a single C6H7NO molecule.

HOMO energy in eV: -9.20
Total charge: 0
Frontier orbital gap in eV: 10.04
E_LUMO in eV: 0.84

XYZ file:
```
15
C6H7NO (the ωB97M-V functional and the def2-TZVPD basis)
C -1.036 -1.712 1.489
C -0.267 -0.920 0.989
N 0.706 -0.141 0.422
C 2.024 -0.102 1.033
C 0.424 0.705 -0.639
O 1.205 1.239 -1.405
C -1.104 0.811 -0.737
C -1.744 0.587 -1.891
H -1.643 -2.532 1.794
H 2.405 -1.120 1.157
H 1.937 0.377 2.015
H 2.719 0.485 0.427
H -1.583 1.321 0.090
H -1.258 0.132 -2.746
H -2.786 0.871 -1.999
```

=====

(D)
Density functional theory data (the ωB97M-V functional and the def2-TZVPD basis) for a single C6H7NO molecule.

HOMO energy in eV: -9.57
Total charge: 0
Frontier orbital gap in eV: 8.49
E_LUMO in eV: -1.08

XYZ file:
```
15
C6H7NO (the ωB97M-V functional and the def2-TZVPD basis)
C -1.516 -1.560 0.063
C -0.162 -0.670 -0.208
C 0.983 -1.273 -0.130
C 2.221 -0.277 -0.111
O 3.387 -0.546 0.086
N 1.506 0.878 0.134
C 0.267 0.730 0.016
C -0.360 2.096 -0.069
H -2.055 -1.458 1.191
H -1.337 -2.749 -0.043
H -2.376 -0.774 -0.425
H 0.939 -2.268 -0.362
H 0.420 2.976 -0.014
H -1.074 2.343 0.916
H -0.842 2.553 -1.045
```

=====

Order of stability, best first: (B), (C), (D), (A)

=====

(A)
Density functional theory data (the ωB97M-V functional and the def2-TZVPD basis) for 2 unconnected molecules or ions with the total composition C4H3Br.

HOMO energy in eV: -10.13
Total charge: 0
Frontier orbital gap in eV: 9.27
E_LUMO in eV: -0.86

XYZ file:
```
8
C4H3Br (the ωB97M-V functional and the def2-TZVPD basis)
C -2.263 -0.148 0.085
C -1.087 0.026 -0.014
C 1.087 0.610 0.052
C 1.878 -0.403 0.148
Br 3.795 -0.158 0.217
H -3.291 -0.358 0.132
H 1.115 1.669 -0.017
H 1.603 -1.441 0.206
```

=====

(B)
Density functional theory data (the ωB97M-V functional and the def2-TZVPD basis) for 2 unconnected molecules or ions with the total composition C4H3Br.

HOMO energy in eV: -8.36
Total charge: 0
Frontier orbital gap in eV: 7.07
E_LUMO in eV: -1.29

XYZ file:
```
8
C4H3Br (the ωB97M-V functional and the def2-TZVPD basis)
C -0.230 -1.261 -0.307
C -0.522 -3.246 -1.257
C 0.245 0.162 -0.318
C -0.926 -0.545 0.516
Br 0.350 -3.351 -2.821
H 1.137 0.287 0.431
H 0.246 0.891 -1.044
H -1.781 -0.383 1.286
```

=====

Order of stability, best first: (A), (B)